C27H32GdN6 | ωB97M-V with the def2-TZVPD basis set

Output
- E_LUMO (alpha / beta): -0.08207 / -0.17505 hartree
- Kohn-Sham gap (alpha / beta): 7.41 / 4.90 eV
- Largest force on an atom: 1.60 eV/A
- <S²>: 16.03

ORCA input file:
```
! RIJCOSX wB97M-V def2-TZVPD def2/J DEFGRID3
* xyz 1 8
Gd 0.786 -0.354 -0.122
C 0.254 2.573 2.714
C 1.151 1.306 2.748
C 0.599 -0.107 3.122
N 0.452 -1.029 1.995
C 0.055 -2.284 2.298
C -0.334 -2.667 3.581
C -0.983 -3.785 4.090
C -1.364 -4.938 3.451
C -1.151 -5.291 2.124
C -0.487 -4.544 1.156
C 0.077 -3.247 1.142
N 0.686 -2.761 0.075
C 0.920 -3.559 -1.148
C -0.160 -3.339 -2.223
C -0.107 -1.984 -2.981
N -0.464 -0.832 -2.128
C -1.630 -0.182 -2.224
C -2.709 -0.604 -3.020
C -3.839 0.084 -3.453
C -4.215 1.400 -3.272
C -3.646 2.314 -2.402
C -2.625 2.069 -1.501
C -1.820 0.928 -1.258
N -1.155 0.764 -0.118
C -1.476 1.560 1.081
C -0.528 2.714 1.370
H -0.396 2.648 3.585
H 0.928 3.447 2.776
H 1.699 1.254 1.806
H 1.905 1.563 3.528
H 1.257 -0.554 3.883
H -0.332 0.109 3.608
H -0.182 -1.940 4.386
H -1.193 -3.743 5.156
H -1.913 -5.638 4.053
H -1.554 -6.246 1.807
H -0.412 -5.045 0.181
H 1.873 -3.286 -1.603
H 1.048 -4.592 -0.952
H -0.021 -4.068 -3.011
H -1.158 -3.438 -1.796
H 0.906 -1.800 -3.377
H -0.679 -2.019 -3.895
H -2.619 -1.603 -3.447
H -4.498 -0.454 -4.093
H -5.061 1.759 -3.850
H -4.095 3.320 -2.385
H -2.369 2.916 -0.886
H -2.504 1.872 0.981
H -1.434 0.846 1.926
H 0.200 2.805 0.575
H -1.074 3.668 1.381
N 4.675 4.940 -1.854
C 3.874 3.929 -1.415
C 4.127 3.336 -0.147
C 3.367 2.236 0.182
N 2.375 1.700 -0.575
C 2.131 2.312 -1.738
C 2.856 3.385 -2.204
H 5.363 5.406 -1.244
H 4.365 5.444 -2.674
H 4.873 3.683 0.568
H 3.570 1.752 1.104
H 1.261 1.969 -2.308
H 2.557 3.918 -3.129
*
```

=====

C21H57NO8 | ωB97M-V with the def2-TZVPD basis set

Output
- E_LUMO (alpha / beta): -0.11089 / -0.29878 hartree
- Kohn-Sham gap (alpha / beta): 8.36 / 3.25 eV
- Largest force on an atom: 4.90 eV/A
- <S²>: 0.75

ORCA input file:
```
! RIJCOSX wB97M-V def2-TZVPD def2/J DEFGRID3
* xyz 1 2
C 5.319 3.037 2.328
C 5.140 1.694 1.675
O 5.052 0.677 2.588
H 4.323 3.428 2.540
H 5.885 3.719 1.694
H 5.870 2.750 3.224
H 6.044 1.501 1.098
H 4.297 1.615 0.987
H 4.127 0.635 2.839
C 4.095 -2.647 5.725
C 4.481 -1.302 5.178
O 3.387 -0.498 4.957
H 3.687 -2.623 6.736
H 4.960 -3.199 6.094
H 3.498 -3.378 5.179
H 5.047 -1.472 4.262
H 5.117 -0.684 5.812
H 2.793 -0.322 5.690
C 1.445 -0.161 0.536
C 1.999 -0.454 1.875
O 1.373 0.326 2.836
H 1.876 0.743 0.107
H 0.375 0.038 0.595
H 1.643 -0.958 -0.180
H 3.074 -0.441 1.693
H 1.714 -1.465 2.165
H 1.803 0.044 3.646
C -7.352 5.573 -6.974
O -6.052 4.997 -7.213
C -5.347 4.732 -5.922
C -3.870 4.285 -6.102
N -3.120 4.273 -4.746
C -3.267 3.098 -3.834
C -2.381 3.225 -2.515
O -2.717 2.101 -1.657
C -1.963 1.947 -0.487
H -8.094 4.900 -6.543
H -7.651 5.870 -7.979
H -7.218 6.505 -6.425
H -5.896 3.949 -5.400
H -5.490 5.665 -5.377
H -3.393 4.995 -6.777
H -3.838 3.283 -6.529
H -2.134 4.437 -4.887
H -2.929 2.183 -4.321
H -4.325 2.991 -3.594
H -2.776 4.075 -1.958
H -1.341 3.235 -2.843
H -0.903 2.091 -0.698
H -2.002 0.895 -0.204
H -2.259 2.675 0.268
C -1.118 -2.426 2.266
C -2.393 -1.622 2.728
C -1.849 -0.252 3.142
O -3.195 -1.558 1.620
H -1.350 -3.404 1.846
H -0.344 -2.518 3.028
H -0.660 -1.835 1.473
H -2.842 -2.131 3.582
H -1.734 0.353 2.242
H -0.997 -0.300 3.820
H -2.649 0.145 3.766
H -3.856 -2.230 1.803
C 4.524 -3.567 1.257
C 4.405 -5.092 0.880
C 4.290 -6.053 2.144
O 3.229 -5.086 0.095
H 4.918 -2.868 0.519
H 5.105 -3.323 2.146
H 3.661 -3.005 1.615
H 5.243 -5.255 0.202
H 5.115 -5.825 2.819
H 4.218 -7.137 2.061
H 3.436 -5.698 2.721
H 2.945 -5.991 -0.050
C -3.595 -0.629 -2.382
C -2.691 -1.850 -2.327
C -1.209 -1.416 -2.543
O -2.896 -2.517 -1.072
H -3.283 0.082 -3.146
H -3.772 -0.167 -1.411
H -4.588 -1.015 -2.613
H -3.016 -2.475 -3.159
H -0.813 -1.021 -1.607
H -1.162 -0.744 -3.399
H -0.542 -2.208 -2.886
H -2.643 -1.944 -0.344
*
```

=====

C45H57KN3P2 | ωB97M-V with the def2-TZVPD basis set

Output
- Relative energy (zero: lowest compared OMol25 entry of this formula, charge and spin): 4.6916 eV
- E_LUMO: 0.07884 hartree
- Kohn-Sham gap: 5.68 eV
- Largest force on an atom: 0.92 eV/A

ORCA input file:
```
! RIJCOSX wB97M-V def2-TZVPD def2/J DEFGRID3
* xyz -1 1
K -1.042 0.026 0.160
C -2.096 -5.419 2.877
C -2.894 -4.285 2.296
C -3.250 -4.289 0.950
C -3.931 -3.218 0.392
C -4.265 -2.122 1.175
C -3.917 -2.105 2.516
C -3.246 -3.185 3.071
H -2.444 -6.384 2.506
H -2.157 -5.430 3.966
H -1.041 -5.324 2.605
H -2.982 -5.138 0.330
H -4.195 -3.233 -0.658
H -4.776 -1.274 0.735
H -4.158 -1.242 3.125
H -2.969 -3.166 4.120
C 1.708 -4.227 -2.765
C 0.874 -3.751 -1.578
C -0.006 -4.870 -1.020
P -0.149 -2.204 -1.747
C -1.664 -2.666 -2.752
C -1.568 -3.444 -4.063
C -2.473 -1.384 -2.986
C 0.730 -0.991 -2.786
C 0.927 -1.264 -4.141
C 1.180 -0.290 -5.095
C 1.405 -0.640 -6.542
C 1.135 1.032 -4.647
C 0.985 1.352 -3.317
C 0.939 0.360 -2.291
N 1.068 0.563 -0.975
C 1.157 1.825 -0.331
C 1.187 3.831 -1.107
C 1.523 4.528 0.237
C 0.398 4.029 1.182
C 0.008 5.091 2.197
C 0.766 2.746 1.878
C 1.122 1.661 1.184
P 1.789 0.090 1.927
C 0.378 -0.732 2.905
C -0.861 0.094 3.253
C 0.015 -2.091 2.283
C 2.846 0.769 3.332
C 2.200 1.187 4.654
C 3.935 -0.268 3.620
H 2.321 -5.086 -2.475
H 2.372 -3.438 -3.116
H 1.083 -4.539 -3.603
H 1.576 -3.457 -0.788
H -0.689 -5.252 -1.782
H -0.608 -4.518 -0.178
H 0.607 -5.708 -0.677
H -2.224 -3.290 -2.043
H -1.098 -2.851 -4.847
H -2.575 -3.699 -4.411
H -1.013 -4.375 -3.955
H -1.931 -0.715 -3.659
H -2.692 -0.811 -2.078
H -3.433 -1.626 -3.450
H 0.854 -2.293 -4.473
H 0.559 -1.187 -6.970
H 2.293 -1.263 -6.682
H 1.544 0.263 -7.140
H 1.223 1.841 -5.367
H 0.933 2.392 -3.040
H 1.091 4.431 -2.012
H 1.591 5.617 0.250
H -0.268 6.021 1.700
H 0.862 5.289 2.850
H -0.830 4.762 2.811
H 0.701 2.732 2.959
H 0.883 -0.972 3.848
H -1.354 0.581 2.406
H -0.631 0.908 3.942
H -1.604 -0.547 3.738
H -0.550 -2.026 1.350
H -0.597 -2.680 2.969
H 0.919 -2.655 2.045
H 3.320 1.647 2.881
H 1.879 0.311 5.223
H 1.335 1.833 4.533
H 2.927 1.718 5.275
H 3.492 -1.198 3.990
H 4.625 0.094 4.388
H 4.503 -0.509 2.722
C 4.735 4.214 -1.260
C 4.000 4.581 -0.209
C 2.853 3.760 0.292
C 2.313 2.802 -0.798
C 3.351 2.265 -1.715
C 4.474 2.952 -1.944
N 0.066 2.929 -0.790
N -0.637 3.707 0.170
C -1.992 3.419 0.619
C -2.713 4.571 0.964
C -3.957 4.461 1.565
C -4.504 3.199 1.762
C -3.810 2.087 1.297
C -2.530 2.137 0.719
H 5.572 4.825 -1.579
H 4.240 5.487 0.341
H 3.103 3.328 1.269
H 3.192 1.302 -2.175
H 5.224 2.563 -2.623
H -2.291 5.549 0.761
H -4.498 5.353 1.860
H -5.475 3.093 2.239
H -4.301 1.119 1.430
*
```

=====

C34H96B2BrFN3O17 | ωB97M-V with the def2-TZVPD basis set

Output
- E_LUMO: -0.12073 hartree
- Kohn-Sham gap: 8.19 eV
- Largest force on an atom: 1.56 eV/A

ORCA input file:
```
! RIJCOSX wB97M-V def2-TZVPD def2/J DEFGRID3
* xyz 1 1
C -0.522 -0.526 -7.314
C -1.212 0.435 -6.325
C -0.221 1.216 -5.439
C -0.943 1.954 -4.297
C -1.193 1.066 -3.059
C -1.907 1.858 -1.933
C -3.324 1.342 -1.595
C -3.419 0.557 -0.282
C -2.650 -0.790 -0.172
C -1.259 -0.551 0.429
C -0.435 -1.747 1.003
B -1.209 -2.891 1.770
O -2.150 -2.528 2.739
O -0.863 -4.207 1.585
C -1.968 -5.109 1.388
C 0.570 -2.177 -0.057
C 0.279 -3.266 -1.041
C 0.229 -2.938 -2.560
C 1.058 -3.947 -3.369
Br -1.636 -3.149 -3.123
N 1.662 -1.485 0.025
C 2.809 -1.491 -0.887
F 2.971 -2.751 -1.392
C 2.673 -0.401 -1.968
C 3.179 -0.778 -3.367
C 1.684 -0.527 1.239
N 2.906 -0.602 2.025
N 1.503 0.858 0.911
C 0.581 -1.200 2.060
B 0.024 -0.485 3.364
O -0.329 0.837 3.360
O -0.079 -1.242 4.536
H -0.876 -0.350 -8.331
H 0.564 -0.388 -7.300
H -0.721 -1.571 -7.079
H -1.792 1.161 -6.899
H -1.918 -0.099 -5.683
H 0.500 0.511 -5.002
H 0.303 1.933 -6.074
H -0.322 2.790 -3.965
H -1.897 2.332 -4.677
H -0.204 0.733 -2.720
H -1.808 0.212 -3.348
H -1.997 2.891 -2.270
H -1.309 1.870 -1.017
H -3.752 0.755 -2.411
H -3.976 2.215 -1.468
H -4.478 0.309 -0.135
H -3.138 1.213 0.547
H -3.272 -1.446 0.441
H -2.556 -1.224 -1.172
H -1.330 0.220 1.197
H -0.684 -0.113 -0.398
H -3.018 -2.338 2.384
H -2.707 -4.688 0.696
H -1.581 -6.026 0.952
H -2.466 -5.337 2.330
H -0.645 -3.752 -0.755
H 1.075 -4.008 -0.904
H 0.547 -1.915 -2.753
H 2.109 -3.653 -3.401
H 0.679 -3.999 -4.390
H 0.981 -4.939 -2.924
H 3.683 -1.268 -0.274
H 1.641 -0.034 -1.988
H 3.276 0.445 -1.620
H 3.100 -1.838 -3.601
H 4.194 -0.424 -3.528
H 2.560 -0.251 -4.100
H 3.474 -1.419 1.843
H 3.463 0.237 1.938
H 0.678 1.042 0.355
H 2.293 1.185 0.366
H 1.101 -2.091 2.442
H -1.181 0.942 3.819
H -0.863 -1.803 4.520
C 3.094 3.986 -5.264
O 1.671 3.940 -5.391
H 3.491 3.079 -5.713
H 3.513 4.850 -5.785
H 3.402 4.023 -4.216
H 1.321 4.740 -4.991
C 2.356 1.769 5.741
O 2.068 2.689 4.688
H 3.104 2.224 6.384
H 1.459 1.554 6.326
H 2.756 0.838 5.325
H 1.404 2.280 4.124
C 3.163 -2.707 6.219
O 2.250 -3.045 5.173
H 3.796 -3.576 6.382
H 3.797 -1.862 5.935
H 2.635 -2.473 7.142
H 1.664 -2.301 5.026
C 7.040 -0.572 -4.571
O 6.384 0.316 -5.469
H 6.268 -1.039 -3.964
H 7.582 -1.355 -5.105
H 7.728 -0.034 -3.914
H 7.051 0.736 -6.017
C 1.248 -5.376 8.535
O 2.303 -5.812 7.687
H 1.356 -5.882 9.493
H 1.298 -4.298 8.687
H 0.278 -5.637 8.098
H 2.194 -5.362 6.845
C -0.155 4.746 -8.522
O 0.462 3.548 -8.064
H -1.149 4.490 -8.879
H -0.247 5.475 -7.710
H 0.410 5.189 -9.345
H 1.334 3.771 -7.733
C -0.861 2.784 -11.377
O -1.266 4.053 -11.886
H -0.154 2.969 -10.573
H -1.717 2.232 -10.978
H -0.370 2.186 -12.149
H -1.890 3.905 -12.599
C 0.862 5.125 2.776
O 0.298 4.403 1.670
H 0.061 5.678 3.261
H 1.298 4.425 3.486
H 1.626 5.827 2.438
H 1.019 3.919 1.264
C -2.172 5.660 -0.117
O -2.919 5.014 -1.153
H -1.472 4.937 0.284
H -1.612 6.512 -0.511
H -2.832 5.999 0.686
H -3.540 5.651 -1.514
C -0.769 -1.953 8.460
O 0.293 -2.394 7.619
H -0.651 -2.449 9.420
H -0.730 -0.872 8.618
H -1.745 -2.220 8.045
H 0.188 -1.956 6.770
C -3.256 3.077 4.685
O -2.406 1.948 4.941
H -2.760 3.700 3.946
H -4.225 2.758 4.298
H -3.396 3.651 5.602
H -2.834 1.402 5.605
C -1.375 -8.127 9.528
O -1.581 -7.139 10.533
H -1.896 -9.026 9.846
H -1.786 -7.799 8.569
H -0.312 -8.355 9.414
H -1.120 -6.343 10.260
C -6.061 2.702 1.738
O -6.443 2.077 2.962
H -6.017 3.774 1.910
H -5.075 2.355 1.418
H -6.786 2.504 0.945
H -6.485 1.132 2.804
*
```

=====

> Which formula does entry 3 have?

C45H57KN3P2

=====

Please write out number 2 again, unchanged.
C21H57NO8 | ωB97M-V with the def2-TZVPD basis set

Output
- E_LUMO (alpha / beta): -0.11089 / -0.29878 hartree
- Kohn-Sham gap (alpha / beta): 8.36 / 3.25 eV
- Largest force on an atom: 4.90 eV/A
- <S²>: 0.75

ORCA input file:
```
! RIJCOSX wB97M-V def2-TZVPD def2/J DEFGRID3
* xyz 1 2
C 5.319 3.037 2.328
C 5.140 1.694 1.675
O 5.052 0.677 2.588
H 4.323 3.428 2.540
H 5.885 3.719 1.694
H 5.870 2.750 3.224
H 6.044 1.501 1.098
H 4.297 1.615 0.987
H 4.127 0.635 2.839
C 4.095 -2.647 5.725
C 4.481 -1.302 5.178
O 3.387 -0.498 4.957
H 3.687 -2.623 6.736
H 4.960 -3.199 6.094
H 3.498 -3.378 5.179
H 5.047 -1.472 4.262
H 5.117 -0.684 5.812
H 2.793 -0.322 5.690
C 1.445 -0.161 0.536
C 1.999 -0.454 1.875
O 1.373 0.326 2.836
H 1.876 0.743 0.107
H 0.375 0.038 0.595
H 1.643 -0.958 -0.180
H 3.074 -0.441 1.693
H 1.714 -1.465 2.165
H 1.803 0.044 3.646
C -7.352 5.573 -6.974
O -6.052 4.997 -7.213
C -5.347 4.732 -5.922
C -3.870 4.285 -6.102
N -3.120 4.273 -4.746
C -3.267 3.098 -3.834
C -2.381 3.225 -2.515
O -2.717 2.101 -1.657
C -1.963 1.947 -0.487
H -8.094 4.900 -6.543
H -7.651 5.870 -7.979
H -7.218 6.505 -6.425
H -5.896 3.949 -5.400
H -5.490 5.665 -5.377
H -3.393 4.995 -6.777
H -3.838 3.283 -6.529
H -2.134 4.437 -4.887
H -2.929 2.183 -4.321
H -4.325 2.991 -3.594
H -2.776 4.075 -1.958
H -1.341 3.235 -2.843
H -0.903 2.091 -0.698
H -2.002 0.895 -0.204
H -2.259 2.675 0.268
C -1.118 -2.426 2.266
C -2.393 -1.622 2.728
C -1.849 -0.252 3.142
O -3.195 -1.558 1.620
H -1.350 -3.404 1.846
H -0.344 -2.518 3.028
H -0.660 -1.835 1.473
H -2.842 -2.131 3.582
H -1.734 0.353 2.242
H -0.997 -0.300 3.820
H -2.649 0.145 3.766
H -3.856 -2.230 1.803
C 4.524 -3.567 1.257
C 4.405 -5.092 0.880
C 4.290 -6.053 2.144
O 3.229 -5.086 0.095
H 4.918 -2.868 0.519
H 5.105 -3.323 2.146
H 3.661 -3.005 1.615
H 5.243 -5.255 0.202
H 5.115 -5.825 2.819
H 4.218 -7.137 2.061
H 3.436 -5.698 2.721
H 2.945 -5.991 -0.050
C -3.595 -0.629 -2.382
C -2.691 -1.850 -2.327
C -1.209 -1.416 -2.543
O -2.896 -2.517 -1.072
H -3.283 0.082 -3.146
H -3.772 -0.167 -1.411
H -4.588 -1.015 -2.613
H -3.016 -2.475 -3.159
H -0.813 -1.021 -1.607
H -1.162 -0.744 -3.399
H -0.542 -2.208 -2.886
H -2.643 -1.944 -0.344
*
```